1.
ORCA calculation (the ωB97M-V functional and the def2-TZVPD basis) on C10H24N4O2P2Pt as an isolated structure at a distorted geometry.

For the molecular weight, the calculation gives 489.354 Da. As for the LUMO energy (spin up / spin down): -2.263 / -5.233 eV. The calculation puts the electronic energy at -42628.17297 eV. The calculation puts the relative energy (zero: lowest compared OMol25 entry of this formula, charge and spin) at 0.0 kcal/mol. The value obtained for the largest force on an atom is 4.002 eV/Å. As for the HOMO energy (spin up / spin down): -7.3 / -10.2 eV.

The geometry in ORCA input format:
```
! RIJCOSX wB97M-V def2-TZVPD def2/J DEFGRID3
* xyz 1 4
H 0.51 0.90 -3.34
H -2.38 -0.67 2.04
Pt -0.39 0.18 -0.14
H 2.11 -1.19 4.43
H -1.30 2.28 -2.41
N 0.45 -1.64 -0.39
N 1.14 -0.92 4.54
P -0.55 2.24 0.35
H -1.43 2.31 -4.17
H -3.34 -0.58 0.00
H -1.69 2.92 -0.17
C -0.31 -2.70 -0.10
H 3.31 -0.26 -1.19
C 0.92 2.82 -0.43
H -2.25 -3.31 0.55
C -0.52 0.51 -3.41
C 0.65 -0.15 3.51
N 1.41 0.59 -0.93
H 2.17 -0.55 -2.53
H -0.51 2.59 1.72
H -0.91 1.19 3.27
H 1.18 3.87 -0.45
C 1.77 1.87 -0.96
C -1.62 -2.48 0.26
C -0.67 -0.28 -4.68
H -0.51 0.39 -5.54
P -2.11 -0.83 0.66
O -0.77 -0.37 -2.22
C -1.49 1.66 -3.29
H -0.59 -1.34 -2.22
O 1.19 -0.04 2.42
H 0.78 -0.81 5.47
H 1.93 -2.63 -1.50
H 2.73 2.12 -1.42
C 2.26 -0.48 -1.43
N -0.57 0.41 3.83
H 0.14 -3.70 -0.17
H -1.69 -0.69 -4.75
H 2.46 -2.00 0.09
H -2.51 1.26 -3.24
C 1.83 -1.79 -0.79
H 0.06 -1.08 -4.74
H -0.87 0.40 4.78
*
```

2.
ORCA calculation (the ωB97M-V functional and the def2-TZVPD basis) on C10H24N4O7Pd as an isolated structure at a distorted geometry.

For the molecular weight, the calculation gives 418.743 Da. As for the LUMO energy (spin up / spin down): -0.184 / -0.250 eV. The calculation puts the electronic energy at -34521.67805 eV. The calculation puts the relative energy (zero: lowest compared OMol25 entry of this formula, charge and spin) at 57.8 kcal/mol. The value obtained for the largest force on an atom is 4.049 eV/Å. As for the HOMO energy (spin up / spin down): -5.3 / -7.0 eV.

The geometry in ORCA input format:
```
! RIJCOSX wB97M-V def2-TZVPD def2/J DEFGRID3
* xyz 0 3
H -3.48 1.08 3.19
N -1.20 -0.11 1.17
H 2.75 0.92 4.08
C 2.47 -0.54 -3.78
C 1.44 1.98 0.11
N 0.71 0.36 -2.31
H -4.14 -0.16 2.12
H -1.50 -2.81 -0.83
O 1.01 -2.13 0.55
O 0.17 0.95 -3.28
H -3.63 3.16 1.83
H 2.10 -3.56 -1.41
H 3.27 -1.27 -3.77
H 1.55 3.87 -0.72
H 3.38 -2.70 -2.28
C -2.26 0.64 1.50
H -3.52 3.55 0.09
C 1.75 -0.52 -2.48
H 1.78 -0.79 -4.60
H 3.36 -2.70 -0.50
C 2.73 -2.66 -1.40
H 2.90 0.45 -4.00
H 2.11 2.44 0.85
H 0.54 1.72 0.72
C -3.21 0.22 2.56
H 3.28 -0.04 3.01
C -2.24 -2.12 -1.25
H -0.18 -1.69 1.34
H -1.67 -0.62 -2.51
H -0.45 3.26 -1.08
H 2.02 1.16 -0.34
C 1.90 -1.43 -1.42
N 1.08 -1.23 -0.36
H -3.03 -1.93 -0.51
O 1.10 3.06 -0.99
O 3.26 0.91 3.25
C -2.45 1.80 0.68
H -2.77 -0.56 3.18
H -2.68 -2.56 -2.16
N -1.50 1.98 -0.23
O -1.45 3.17 -0.88
O -1.60 -0.88 -1.57
Pd -0.09 0.46 -0.43
C -3.60 2.73 0.82
O -1.06 -1.29 1.79
H -4.55 2.20 0.66
*
```

3.
ORCA calculation (the ωB97M-V functional and the def2-TZVPD basis) on C10H24N7O2PtS as an isolated structure.

For the molecular weight, the calculation gives 501.494 Da. As for the LUMO energy (spin up / spin down): -10.489 / -12.621 eV. The calculation puts the electronic energy at -39334.48096 eV. The calculation puts the relative energy (zero: lowest compared OMol25 entry of this formula, charge and spin) at 8.5 kcal/mol. The value obtained for the largest force on an atom is 0.706 eV/Å. As for the HOMO energy (spin up / spin down): -18.4 / -18.2 eV.

The geometry in ORCA input format:
```
! RIJCOSX wB97M-V def2-TZVPD def2/J DEFGRID3
* xyz 3 5
H -1.93 0.14 -2.98
C 3.58 0.19 3.49
C 5.02 -1.34 1.31
C 0.35 3.29 -1.81
H -4.16 0.40 0.34
C -3.73 -0.19 1.15
N 1.05 3.11 -2.91
S 0.74 2.46 -0.31
N -2.93 -1.01 -1.50
H -2.16 -1.58 -3.40
N 2.97 -0.90 0.01
H -0.85 4.78 -2.52
H -4.18 -2.33 -0.41
H -4.31 -2.42 -2.16
H -4.44 -0.95 1.47
N -0.64 4.15 -1.76
H 4.58 0.62 3.38
H 5.15 -1.71 2.33
H 0.89 3.66 -3.75
N -2.44 -0.77 0.75
H -5.05 -1.07 -1.31
H -1.12 4.32 -0.89
C -1.59 -1.16 1.87
H 5.23 -2.13 0.61
O 1.07 1.04 2.64
O 3.64 -1.50 -0.97
H -3.55 0.47 2.00
H -0.77 -1.80 1.54
C -2.05 -0.84 -0.51
H -2.18 -1.72 2.58
H 3.70 -0.77 4.02
H 2.95 0.84 4.10
N -0.71 -0.77 -0.86
H -1.20 -0.29 2.38
N 1.73 0.38 1.86
H -0.56 -1.13 -1.79
H -3.52 -0.46 -3.42
C 3.65 -0.79 1.12
H 5.76 -0.55 1.15
Pt 1.00 0.09 -0.23
H 3.01 -1.77 -1.65
H 1.86 2.52 -2.91
C 2.97 -0.06 2.18
C -4.20 -1.74 -1.32
C -2.60 -0.72 -2.90
*
```

4.
ORCA calculation (the ωB97M-V functional and the def2-TZVPD basis) on C10H25BiClIN3OP as an isolated structure at a distorted geometry.

For the molecular weight, the calculation gives 605.641 Da. As for the LUMO energy: -9.152 eV. The calculation puts the electronic energy at -53027.60154 eV. The calculation puts the relative energy (zero: lowest compared OMol25 entry of this formula, charge and spin) at 10.3 kcal/mol. The value obtained for the largest force on an atom is 4.563 eV/Å. As for the HOMO energy: -14.7 eV.

The geometry in ORCA input format:
```
! RIJCOSX wB97M-V def2-TZVPD def2/J DEFGRID3
* xyz 2 1
Bi -2.31 0.10 -0.57
H 0.42 0.33 5.24
H 1.45 1.55 -3.54
H -3.70 0.75 2.45
H -1.57 -0.31 -5.51
H 1.79 -2.04 2.55
N -1.67 0.31 2.97
H 2.44 -0.93 3.73
C -1.59 1.33 4.00
H -1.67 1.79 -5.17
H -2.49 1.54 1.44
H -2.82 1.73 -3.76
H 1.03 -1.32 5.20
H 3.25 -1.56 -1.33
H 1.40 -0.06 -4.37
H 1.80 -1.08 -0.32
H -2.86 -0.36 1.34
H -2.33 2.11 3.77
C 0.86 0.89 -4.19
C -2.73 0.59 1.98
H 2.12 -0.37 2.09
H 0.63 1.37 -5.15
C 0.26 -0.65 4.78
I 2.56 1.20 -0.94
Cl -1.87 -2.24 -1.13
C -0.56 -0.31 2.45
H -0.71 -1.03 5.07
H -0.39 -1.46 -4.79
O 6.99 -1.44 -1.22
C 2.40 -0.88 -1.22
H 0.01 -1.44 0.95
C -1.77 1.87 -4.07
H -2.08 -1.40 -4.15
H -0.60 1.79 4.05
P -0.75 0.51 -3.37
N -0.54 -0.59 1.15
C -1.25 -0.81 -4.57
C 6.20 -0.61 -1.25
H -1.36 2.83 -3.71
H 1.71 -0.97 -2.07
N 0.44 -0.63 3.34
C 1.76 -1.01 2.89
H -1.87 0.88 4.96
*
```